# C8H9O6PtSi

C8H9O6PtSi as an isolated structure (ωB97M-V/def2-TZVPD, the OMol25 dataset).

Computed properties:
Energy   -1170.5914 Ha
Energy above the lowest of the compared OMol25 structures with the same formula, charge and spin   0.0 kJ/mol
F_max   0.38 eV/Å
Net charge   -1

Last column: Mulliken charge in e.
Geometry (Å):
Pt -0.23487 -0.65615 0.57727  0.544
O 0.20169 -6.59747 -0.77321  -0.588
C 0.10966 -5.41956 -0.55449  0.526
C -1.19475 -4.63649 -0.37267  0.007
O -2.31352 -5.09413 -0.43997  -0.628
C -0.74800 -3.27154 -0.11465  0.936
C 0.62700 -3.16291 -0.13439  0.863
O 1.15821 -1.99043 0.09165  -0.843
C 1.27689 -4.43844 -0.40471  0.024
O 2.45256 -4.71605 -0.49645  -0.633
O -1.43965 -2.19785 0.12677  -0.851
O -0.18366 1.15780 1.24997  -0.514
C -1.72406 3.29652 0.17133  -0.947
Si -0.02465 2.55218 0.42113  0.481
C 0.99024 3.78656 1.39730  -0.983
C 0.79446 2.26307 -1.23468  -1.068
H -1.65813 4.30849 -0.23480  0.308
H -2.24270 3.34975 1.13211  0.269
H -2.33806 2.69576 -0.50256  0.283
H 1.00771 4.76713 0.91600  0.315
H 2.02154 3.44854 1.51991  0.272
H 0.56137 3.90423 2.39487  0.274
H 0.92707 3.23045 -1.73382  0.333
H 0.19732 1.61936 -1.88198  0.310
H 1.77633 1.80119 -1.11995  0.310

# C6H6O5S

An isolated ion of composition C6H6O5S and charge -2 at a distorted geometry (ωB97M-V/def2-TZVPD, the OMol25 dataset).

Computed properties:
Energy   -1006.5775 Ha
SMILES string   C=C(C(=O)[O-])/C(=C/C)S(=O)(=O)[O-]
F_max   3.84 eV/Å
Net charge   -2

Last column: Mulliken charge in e.
Geometry (Å):
C -0.55909 2.37841 -0.92087  -1.024
C -0.21589 -1.29995 0.09498  -0.213
C -0.90541 1.17566 -0.49141  0.584
C 0.17218 -0.01957 0.08576  -0.039
C -2.41795 0.76372 -0.36198  0.105
C 0.64716 -2.37620 0.61979  -1.019
O -3.09151 1.36769 0.52740  -0.742
O 2.33217 0.09058 1.73434  -0.706
O -2.87546 0.02102 -1.27206  -0.697
O 2.05604 1.92100 0.09489  -0.757
O 2.63042 -0.42187 -0.56290  -0.691
S 1.89618 0.46425 0.37471  1.124
H -1.37698 3.08188 -1.01680  0.322
H 0.48460 2.42339 -0.75925  0.504
H -1.20168 -1.43115 -0.29007  0.468
H 0.72728 -3.24546 -0.15328  0.207
H 0.14700 -3.02303 1.34628  0.308
H 1.55094 -1.87037 0.95047  0.266

# C49H41BrCeN6O9S3

C49H41BrCeN6O9S3 as an isolated structure at a distorted geometry (ωB97M-V/def2-TZVPD, the OMol25 dataset).

Computed properties:
Energy   -7141.3584 Ha
Energy above the lowest of the compared OMol25 structures with the same formula, charge and spin   26.8 kJ/mol
F_max   2.99 eV/Å

Last column: Mulliken charge in e.
Geometry (Å):
Ce 0.60845 -0.07231 -0.96760  0.891
S -2.82634 3.36312 -3.13191  -0.522
C -1.36876 4.29509 -3.04235  0.754
C -1.17209 5.62264 -3.37806  -0.684
C 0.09503 6.15622 -3.24167  -0.592
C 1.15065 5.36011 -2.80398  -0.881
C 0.96452 4.03251 -2.48043  0.020
C -0.31214 3.48278 -2.57060  -1.161
N -0.66811 2.20434 -2.27212  0.863
C -1.90896 1.94982 -2.51581  0.716
C -2.55311 0.67326 -2.36968  0.698
C -3.89908 0.56690 -2.74164  -1.301
C -4.54869 -0.63942 -2.66886  -0.806
C -3.83585 -1.74711 -2.23027  -1.006
C -2.50975 -1.62864 -1.85275  -0.270
C -1.77591 -0.42213 -1.88389  0.603
H -1.99363 6.22422 -3.73440  0.421
H 0.26950 7.19394 -3.49169  0.398
H 2.13727 5.79099 -2.71733  0.477
H 1.78337 3.40087 -2.18113  0.572
H -4.42405 1.44789 -3.09081  0.437
H -5.58989 -0.72206 -2.94934  0.399
H -4.33419 -2.70661 -2.17995  0.439
H -2.00931 -2.53477 -1.51772  0.394
O 6.66480 4.62207 -0.21265  -0.501
C 6.69488 3.48837 -1.04751  -0.669
C 5.37388 2.77085 -1.03299  -0.161
C 5.18673 1.65178 -1.83845  -1.350
C 3.95666 1.02548 -1.80791  -0.656
N 2.93534 1.44258 -1.07526  1.124
C 3.11362 2.49987 -0.27513  0.313
C 4.32795 3.19053 -0.23496  -0.660
C 1.95622 2.90229 0.54742  0.940
C 2.07819 3.86046 1.55300  -1.149
C 0.96717 4.21587 2.30137  0.225
C 1.07396 5.23640 3.40715  -0.817
O 2.34665 5.29590 4.00575  -0.537
C -0.23800 3.59586 2.00566  -1.749
C -0.27477 2.65707 0.98614  -0.700
N 0.78863 2.31166 0.27539  1.105
H 7.52159 5.05488 -0.24684  0.320
H 7.46991 2.78258 -0.71127  0.316
H 6.92869 3.78064 -2.08404  0.320
H 5.98300 1.29633 -2.47265  0.497
H 3.77775 0.14259 -2.40383  0.330
H 4.47935 4.05285 0.39043  0.681
H 3.03439 4.30553 1.77606  0.826
H 0.30304 5.03312 4.16624  0.365
H 0.89337 6.23964 3.00153  0.275
H 2.63383 4.39234 4.18886  0.332
H -1.13015 3.81935 2.56733  0.490
H -1.19940 2.13675 0.76897  0.729
Br 3.45093 -3.27000 -3.93223  -0.165
C 2.91350 -2.05502 -5.28118  0.388
C 3.31674 -2.31321 -6.58327  -0.665
C 2.96431 -1.43320 -7.59207  -0.482
C 2.23549 -0.29115 -7.29152  -0.793
C 1.85049 -0.04074 -5.98655  -0.350
C 2.16561 -0.93173 -4.96650  -0.069
C 1.62094 -0.65408 -3.58049  1.008
O 1.39267 0.53795 -3.29418  -0.448
O 1.41527 -1.63123 -2.83405  -0.445
H 3.89729 -3.19979 -6.79736  0.434
H 3.26108 -1.64616 -8.61147  0.379
H 1.96444 0.40004 -8.07742  0.406
H 1.29281 0.84526 -5.72028  0.471
C -7.17556 -0.26750 7.07658  -1.426
C -6.00726 -1.03620 6.53603  0.923
C -4.73081 -0.48693 6.52808  -0.851
C -3.65136 -1.22190 6.06482  -0.187
C -3.85894 -2.50255 5.59851  0.167
C -5.12162 -3.06233 5.58171  -0.587
C -6.19484 -2.32703 6.04948  -0.679
S -2.46905 -3.52523 5.09741  1.209
O -2.77106 -4.87489 5.50687  -0.726
O -1.26733 -2.93737 5.60184  -0.652
N -2.44774 -3.59760 3.44707  -0.266
C -2.48697 -2.40840 2.60590  -0.416
C -1.43627 -1.38893 3.00080  0.101
C -1.36358 -0.30126 1.88073  0.145
O -2.29976 0.49544 1.79523  -0.726
O -0.34458 -0.33323 1.14887  -0.255
H -6.85148 0.65577 7.55020  0.351
H -7.71440 -0.86451 7.81138  0.358
H -7.86984 -0.02261 6.27328  0.312
H -4.57754 0.51705 6.89575  0.313
H -2.64746 -0.82879 6.07973  0.477
H -5.23669 -4.07684 5.23295  0.416
H -7.18612 -2.75753 6.04989  0.395
H -3.07438 -4.32938 3.15100  0.322
H -3.47613 -1.93001 2.63257  0.175
H -2.29083 -2.73352 1.57960  0.299
H -0.46894 -1.87395 3.10593  0.293
H -1.70758 -0.91364 3.94152  -0.046
O 2.99599 0.86435 1.88642  -0.343
S 3.19641 -0.55073 1.43215  0.014
N 2.52284 -0.95238 0.18048  -0.130
N 0.26867 -2.65724 -0.51549  0.150
C 0.57149 -3.75722 -0.64274  0.284
C 0.91860 -5.12067 -0.79189  -0.065
C 2.23162 -5.47496 -1.10379  -0.282
C 2.57014 -6.81226 -1.19550  -0.743
C 1.61445 -7.79454 -0.98246  -0.374
C 0.30215 -7.44130 -0.70934  -0.622
C -0.05310 -6.10947 -0.61269  -0.426
H 2.96285 -4.70155 -1.27619  0.650
H 3.58335 -7.09375 -1.43326  0.417
H 1.89029 -8.83812 -1.03011  0.396
H -0.44178 -8.21287 -0.56726  0.397
H -1.07360 -5.82565 -0.39731  0.466